Computed, not measured: a cluster of 2 separate species, C5H15NO2 in total at a distorted geometry, with wB97M-V/def2-TZVPD.

Each line ends with the Mulliken charge.
Positions of all 23 atoms, in Å:
O 0.120 -2.468 -0.505  -0.545
H 0.640 -2.224 1.414  0.398
H 1.603 0.328 -1.181  0.476
H 2.135 -0.518 2.367  0.384
H 2.483 -0.508 3.887  0.302
H -1.980 -0.281 -1.607  0.172
C 0.531 0.299 -0.940  -0.981
H -3.254 0.262 -0.783  0.230
C 0.448 -0.215 0.549  -0.443
N -2.247 0.243 -0.784  -0.505
H 0.265 -0.510 -1.608  0.486
H -2.274 2.205 -1.535  0.388
O 2.773 -0.783 3.017  -0.667
C 0.853 -1.703 0.470  -0.666
H -0.182 1.951 -2.156  0.321
H 1.137 0.428 1.089  0.490
C -1.688 1.627 -0.828  -0.767
H 1.876 -1.825 0.105  0.346
H -0.826 -2.268 -0.394  0.294
H -1.938 1.982 0.175  0.306
H -0.580 -0.097 0.868  0.229
H 0.251 2.445 -0.510  0.263
C -0.145 1.630 -1.110  -0.511

Computed properties:
F_max in eV Å⁻¹: 2.62
M in g mol⁻¹: 121.18
Total energy in hartree: -404.6984